[1]
One molecule with the formula C5H8N2. Source: OMol25; level of theory: ωB97M-V/def2-TZVPD.

## Properties
energy above the lowest of the compared OMol25 structures with the same formula, charge and spin = 10.8 kcal per mole
gap between HOMO and LUMO = 8.47 eV
LUMO level = 1.041 eV
max |F| = 0.2 eV/Å
SMILES string = Cn1ccc(N)c1
HOMO = -7.4 eV

Structure (XYZ):
```
15
Properties=species:S:1:pos:R:3:forces:R:3
C 2.309541 0.260769 -0.043986 0.146 0.037 -0.030
N 0.900914 -0.055525 0.010402 -0.134 -0.111 0.025
C 0.374918 -1.282267 0.280585 0.076 0.054 -0.021
C -0.996322 -1.177749 0.308087 -0.058 0.040 0.014
C -1.318795 0.182647 0.040670 0.183 -0.106 0.003
N -2.620959 0.727970 0.025750 -0.015 0.010 -0.155
C -0.129697 0.851410 -0.135703 -0.008 0.043 0.004
H 2.837280 -0.445706 -0.693248 -0.094 0.099 0.107
H 2.433811 1.263160 -0.460047 -0.021 -0.145 0.064
H 2.767201 0.235842 0.951586 -0.079 0.021 -0.136
H 1.020501 -2.137277 0.432960 -0.119 0.117 -0.023
H -1.697659 -1.979608 0.501629 0.122 0.114 -0.035
H -3.290567 0.075210 -0.363263 0.062 0.087 0.064
H -2.664718 1.588285 -0.506764 -0.016 -0.090 0.086
H 0.074549 1.892842 -0.348660 -0.047 -0.172 0.033
```
Forces are in eV/Å.

So, what does the Mulliken scheme give us? The charges, in e, come out as: number 1, C, carries -0.87; number 2, N, carries 0.17; number 3, C, carries -0.53; number 4, C, carries -0.71; number 5, C, carries 0.69; number 6, N, carries -0.58; number 7, C, carries -0.57; number 8, H, carries 0.33; number 9, H, carries 0.28; number 10, H, carries 0.29; number 11, H, carries 0.38; number 12, H, carries 0.33; number 13, H, carries 0.26; number 14, H, carries 0.24; number 15, H, carries 0.29

***

[2]
C7H21Cl2HgO8P as an isolated structure at a distorted geometry. Source: OMol25; level of theory: ωB97M-V/def2-TZVPD.

## Properties
gap between HOMO and LUMO = 8.79 eV
LUMO level = 0.421 eV
max |F| = 2.7 eV/Å
HOMO = -8.4 eV

Structure (XYZ):
```
40
Properties=species:S:1:pos:R:3:forces:R:3
Hg -0.849044 0.272761 -1.009603 -0.765 0.509 -0.093
Cl -3.011402 -1.281647 -0.578769 0.831 0.483 -0.061
Cl 1.010844 1.816846 -1.917584 -0.697 -0.622 0.375
C 3.297858 -1.349591 -0.217916 0.182 -0.330 0.812
O 2.684132 -1.660002 1.064763 -0.316 -0.462 0.385
P 1.416568 -0.937390 1.636409 -0.607 -0.070 0.230
O 0.240374 -0.812414 0.749214 1.043 -0.308 0.927
O 1.108103 -1.753382 2.979799 0.606 0.068 -0.910
C -0.122260 -1.434546 3.660012 -0.269 -0.627 -0.312
O 1.912685 0.487599 2.141338 -0.235 -0.191 -0.345
C 3.164750 0.619225 2.800207 0.380 0.573 1.250
H 2.922609 -2.035680 -0.972508 -0.386 0.369 -0.107
H 4.341787 -1.616389 -0.059389 0.059 0.381 -0.115
H 3.150356 -0.291830 -0.420733 0.045 -0.085 -0.481
H 0.098015 -1.413984 4.722866 0.024 0.539 -0.013
H -0.848229 -2.235887 3.512123 0.174 -0.074 -0.218
H -0.566042 -0.545601 3.217554 -0.011 0.252 0.485
H 3.844083 1.220030 2.201198 0.050 -0.274 -0.257
H 3.612972 -0.311186 3.149522 -0.061 -0.258 -0.635
H 3.026241 1.164111 3.739380 -0.344 0.183 -0.216
C -0.477206 -2.105790 -3.119906 -2.260 0.965 -1.062
C -0.829533 -0.850451 -3.972932 0.852 -0.205 0.970
O -1.770409 0.009777 -3.321006 0.306 -0.130 -0.839
O 0.086543 -1.718504 -1.881881 1.162 -0.941 -0.938
H 0.106409 -2.755045 -3.776878 0.444 -0.098 0.484
H -1.455466 -2.553457 -2.899507 0.211 -0.391 -0.079
H -1.187684 -1.158383 -4.952426 0.008 -0.098 -0.048
H 0.092274 -0.273597 -4.073303 -0.062 0.144 -0.204
H -2.641426 -0.121295 -3.705908 -0.119 -0.182 0.375
H 0.217470 -2.530904 -1.377718 -0.201 0.325 0.386
C -2.529784 3.071449 -0.295073 0.489 0.631 -1.182
C -2.229973 2.556653 1.075205 -0.212 -0.287 0.684
O -1.115261 1.655070 1.011840 -0.551 0.552 0.169
O -2.890621 1.998300 -1.167318 -0.136 0.032 0.426
H -1.631861 3.542290 -0.721435 0.068 -0.009 0.308
H -3.313692 3.834520 -0.336351 -0.076 -0.103 0.582
H -3.104007 2.055610 1.505487 0.036 -0.221 -0.227
H -1.986570 3.361023 1.772548 0.003 0.307 -0.308
H -0.648479 1.685923 1.849697 0.218 -0.171 -0.080
H -3.125105 2.395770 -2.011000 0.116 -0.175 -0.123
```
Forces are in eV/Å.

So, what does the Mulliken scheme give us? The charges, in e, come out as: number 1, Hg, carries 1.41; number 2, Cl, carries -0.61; number 3, Cl, carries -0.64; number 4, C, carries -0.61; number 5, O, carries -0.41; number 6, P, carries 0.60; number 7, O, carries -0.20; number 8, O, carries -0.40; number 9, C, carries -0.49; number 10, O, carries -0.22; number 11, C, carries -0.84; number 12, H, carries 0.21; number 13, H, carries 0.25; number 14, H, carries 0.35; number 15, H, carries 0.26; number 16, H, carries 0.27; number 17, H, carries 0.15; number 18, H, carries 0.29; number 19, H, carries 0.35; number 20, H, carries 0.30; number 21, C, carries -0.41; number 22, C, carries -0.72; number 23, O, carries -0.38; number 24, O, carries -0.37; number 25, H, carries 0.40; number 26, H, carries 0.30; number 27, H, carries 0.47; number 28, H, carries 0.27; number 29, H, carries 0.27; number 30, H, carries 0.21; number 31, C, carries -0.57; number 32, C, carries -0.44; number 33, O, carries -0.34; number 34, O, carries -0.46; number 35, H, carries 0.30; number 36, H, carries 0.40; number 37, H, carries 0.30; number 38, H, carries 0.38; number 39, H, carries 0.14; number 40, H, carries 0.27

***

[3]
C45H59BrIrN5O3P2 as an isolated structure. Source: OMol25; level of theory: ωB97M-V/def2-TZVPD.

## Properties
energy above the lowest of the compared OMol25 structures with the same formula, charge and spin = 0.0 kcal per mole
gap between HOMO and LUMO (spin up / spin down) = 8.05 / 5.26 eV
charge = +2
LUMO level (spin up / spin down) = -4.253 / -7.098 eV
max |F| = 0.5 eV/Å
2S+1 = 5
HOMO (spin up / spin down) = -12.3 / -12.4 eV

Structure (XYZ):
```
116
Properties=species:S:1:pos:R:3:forces:R:3
Ir 0.187235 -0.263762 0.248175 -0.460 -0.004 0.130
C 0.461220 -4.305522 -0.635836 0.074 -0.035 -0.007
C -0.387109 -4.035092 0.612050 -0.091 0.002 -0.065
C -0.500991 -5.290065 1.480814 -0.036 -0.022 0.022
P 0.161228 -2.491285 1.443203 0.365 0.201 -0.197
C -0.710646 -2.318907 3.050275 -0.055 0.071 0.061
C -0.216671 -3.224093 4.174701 -0.011 -0.046 0.019
C -2.223723 -2.417983 2.826214 -0.038 -0.008 0.045
C 1.947978 -2.599213 1.788665 0.019 -0.108 0.004
C 2.751895 -3.734294 1.796832 -0.057 -0.033 -0.015
C 4.127335 -3.650628 1.998714 0.017 0.032 0.022
C 4.976087 -4.888227 2.010692 0.003 -0.053 -0.011
C 4.696198 -2.393207 2.208790 -0.067 0.007 -0.002
C 3.917134 -1.249107 2.236632 0.071 -0.080 -0.032
C 2.548095 -1.357856 2.029672 -0.213 0.205 -0.080
N 1.663829 -0.255393 2.017939 0.319 -0.132 0.280
C 1.487214 0.467169 3.141774 -0.113 0.025 -0.102
C 2.198345 0.238719 4.349073 0.003 0.036 0.056
C 1.907057 0.965898 5.476913 0.007 -0.024 -0.045
C 0.898105 1.936006 5.482334 0.027 -0.021 0.008
C 0.606508 2.744447 6.705011 -0.029 -0.014 0.012
C 0.169797 2.139188 4.301731 -0.047 0.019 -0.017
C 0.438317 1.437412 3.146942 0.042 -0.018 0.051
P -0.470340 1.620366 1.592301 0.175 -0.142 -0.126
C 0.023121 3.293422 0.992177 -0.051 0.100 0.028
C -0.172116 4.451134 1.976318 0.014 -0.023 -0.008
C 1.498345 3.243287 0.581089 -0.009 0.015 0.010
C -2.276224 1.486409 1.941788 -0.066 0.040 0.097
C -2.971985 2.662738 2.625171 -0.013 0.007 0.018
C -3.016069 1.143865 0.645920 -0.019 -0.007 -0.080
H -0.107846 -4.918000 -1.335841 -0.009 -0.018 -0.016
H 1.363795 -4.860428 -0.383106 0.014 0.010 0.009
H 0.766379 -3.392142 -1.145311 -0.019 0.042 -0.018
H -1.398633 -3.770255 0.279351 0.037 0.026 -0.005
H 0.433542 -5.540732 1.980770 0.004 0.002 -0.006
H -0.768001 -6.135649 0.845468 -0.012 -0.011 -0.014
H -1.272969 -5.199568 2.241471 -0.009 0.000 -0.015
H -0.490941 -1.284818 3.336944 0.040 0.003 -0.031
H -0.401095 -4.276116 3.964486 0.008 0.018 0.025
H -0.745420 -2.977209 5.096063 -0.004 0.013 0.027
H 0.850565 -3.097167 4.356467 0.023 0.015 -0.005
H -2.554812 -3.454831 2.777185 0.006 -0.020 -0.036
H -2.548976 -1.919075 1.909353 0.025 0.042 -0.025
H -2.752012 -1.949799 3.657501 -0.003 -0.041 0.032
H 2.318564 -4.712190 1.637687 -0.005 0.011 0.002
H 4.479943 -5.714301 1.503370 0.006 -0.002 0.005
H 5.180026 -5.203325 3.035562 0.003 0.008 0.008
H 5.935343 -4.715041 1.525807 0.016 0.010 -0.003
H 5.764615 -2.311380 2.359470 0.037 -0.002 -0.013
H 4.365921 -0.276753 2.392843 0.004 0.024 0.004
H 2.956079 -0.528828 4.390406 0.005 -0.004 0.005
H 2.457845 0.773562 6.387922 0.022 -0.006 0.027
H 0.906618 2.220188 7.609646 0.004 -0.008 0.018
H -0.452327 2.989611 6.775045 -0.007 0.011 0.007
H 1.159324 3.685923 6.672618 0.018 0.025 -0.006
H -0.622304 2.874976 4.319508 0.002 -0.008 -0.010
H -0.605082 3.476507 0.117045 0.013 0.006 -0.056
H 0.482410 4.339179 2.839985 0.014 0.003 0.017
H -1.193634 4.576210 2.323817 -0.003 -0.019 -0.016
H 0.121540 5.373873 1.474654 -0.014 0.015 -0.009
H 2.124369 3.157142 1.471997 0.028 -0.018 0.000
H 1.765973 4.177228 0.085843 0.007 -0.009 -0.016
H 1.734490 2.417328 -0.086128 -0.020 -0.011 -0.025
H -2.321756 0.612886 2.604256 0.016 0.009 -0.004
H -3.011036 3.530870 1.967651 -0.008 0.002 -0.013
H -2.510525 2.959285 3.563887 0.007 -0.004 0.000
H -4.001824 2.381441 2.847634 -0.011 -0.015 -0.001
H -2.984989 1.980884 -0.056930 0.022 0.010 -0.018
H -4.066238 0.951222 0.866663 -0.016 -0.001 0.008
H -2.608162 0.262426 0.144267 0.016 -0.008 0.018
C 3.276427 -0.602451 -1.394005 -0.052 -0.005 -0.002
O 2.098098 0.209602 -1.415861 0.003 0.066 0.029
C 1.941914 1.010344 -2.531333 -0.061 -0.012 -0.035
C 2.900452 1.120364 -3.524212 -0.069 0.098 -0.035
C 2.689363 1.997660 -4.586555 0.002 -0.080 0.093
Br 4.014959 2.138132 -5.913755 0.041 0.013 -0.049
C 1.543462 2.755506 -4.672849 -0.039 -0.041 0.004
C 0.559495 2.619792 -3.693958 0.110 0.038 0.027
C 0.761204 1.752373 -2.628250 -0.043 -0.041 0.051
O -0.155486 1.622169 -1.613165 0.083 0.082 -0.004
C -0.634204 3.482447 -3.744107 0.130 -0.057 -0.124
N -0.604844 4.745738 -4.020332 -0.077 -0.051 0.123
C -1.930039 5.170745 -3.931321 0.106 0.055 -0.053
C -2.462900 6.441506 -4.138224 -0.005 -0.046 0.009
C -3.828138 6.587181 -4.011487 -0.024 -0.066 0.023
C -4.652733 5.497308 -3.686968 -0.003 0.071 -0.023
C -4.136502 4.234745 -3.468606 0.011 0.021 0.019
C -2.758694 4.102372 -3.590510 -0.093 -0.109 -0.039
N -1.904031 3.009224 -3.428925 -0.005 0.146 0.137
H 3.308172 -1.246108 -2.274969 0.020 -0.001 0.014
H 3.210885 -1.210043 -0.498836 0.016 -0.041 0.062
H 4.169132 0.022298 -1.354905 0.019 -0.023 0.017
H 3.819891 0.558555 -3.486200 0.010 0.002 -0.007
H 1.388529 3.454980 -5.480810 0.006 0.017 -0.020
H -0.843833 2.299001 -1.710720 -0.027 -0.038 -0.118
H -1.822194 7.271137 -4.398551 0.030 0.025 -0.007
H -4.277989 7.556687 -4.170526 -0.023 0.018 -0.008
H -5.720058 5.653126 -3.613049 -0.018 -0.006 0.012
H -4.781277 3.401841 -3.222559 -0.004 -0.031 0.004
H -2.184424 2.048890 -3.549131 0.003 0.019 -0.033
N -0.438824 -1.160647 -1.679835 -0.082 -0.137 -0.057
C -0.783561 -1.619437 -2.686997 -0.006 0.076 0.181
N -1.167913 -2.133804 -3.813907 0.024 -0.068 -0.077
C -0.235585 -2.874116 -4.685889 0.015 0.082 -0.005
C -0.818773 -4.251557 -4.952605 0.062 -0.044 -0.056
O -2.127469 -4.142662 -5.468616 -0.008 0.009 -0.012
C -3.006339 -3.543981 -4.541499 -0.073 -0.011 -0.021
C -2.575722 -2.115929 -4.250179 0.029 0.038 0.033
H 0.735712 -2.930655 -4.195456 -0.016 -0.033 -0.017
H -0.130973 -2.315322 -5.618626 0.009 -0.043 -0.001
H -0.826634 -4.845950 -4.029084 0.013 0.016 0.015
H -0.223982 -4.774930 -5.699879 -0.002 0.021 0.020
H -3.031113 -4.129703 -3.612210 0.003 0.033 0.003
H -3.999051 -3.556661 -4.988445 0.011 0.016 0.009
H -3.182789 -1.660986 -3.468368 -0.017 -0.034 -0.007
H -2.639567 -1.507373 -5.155169 -0.031 -0.031 -0.003
```
Forces are in eV/Å.

Here are the Mulliken charges for atoms 1 to 99, given in e: number 1, Ir, carries 3.41; number 2, C, carries -1.50; number 3, C, carries 0.69; number 4, C, carries -1.49; number 5, P, carries 0.16; number 6, C, carries 1.75; number 7, C, carries -1.53; number 8, C, carries -1.62; number 9, C, carries 0.48; number 10, C, carries -0.36; number 11, C, carries 0.16; number 12, C, carries -1.71; number 13, C, carries -0.92; number 14, C, carries 0.21; number 15, C, carries -1.31; number 16, N, carries 0.03; number 17, C, carries -0.04; number 18, C, carries -0.88; number 19, C, carries -1.33; number 20, C, carries 0.30; number 21, C, carries -1.62; number 22, C, carries -0.70; number 23, C, carries 0.70; number 24, P, carries -0.56; number 25, C, carries 1.34; number 26, C, carries -1.49; number 27, C, carries -1.61; number 28, C, carries 1.44; number 29, C, carries -1.68; number 30, C, carries -1.73; number 31, H, carries 0.52; number 32, H, carries 0.30; number 33, H, carries 0.17; number 34, H, carries 0.43; number 35, H, carries 0.17; number 36, H, carries 0.51; number 37, H, carries 0.35; number 38, H, carries -0.67; number 39, H, carries 0.28; number 40, H, carries 0.49; number 41, H, carries 0.31; number 42, H, carries 0.35; number 43, H, carries 0.29; number 44, H, carries 0.44; number 45, H, carries 0.23; number 46, H, carries 0.38; number 47, H, carries 0.32; number 48, H, carries 0.41; number 49, H, carries 0.49; number 50, H, carries 0.68; number 51, H, carries 0.55; number 52, H, carries 0.46; number 53, H, carries 0.43; number 54, H, carries 0.39; number 55, H, carries 0.31; number 56, H, carries 0.37; number 57, H, carries 0.21; number 58, H, carries 0.37; number 59, H, carries 0.37; number 60, H, carries 0.46; number 61, H, carries 0.32; number 62, H, carries 0.59; number 63, H, carries 0.10; number 64, H, carries 0.07; number 65, H, carries 0.40; number 66, H, carries 0.30; number 67, H, carries 0.49; number 68, H, carries 0.41; number 69, H, carries 0.58; number 70, H, carries 0.16; number 71, C, carries -0.94; number 72, O, carries 0.23; number 73, C, carries 0.00; number 74, C, carries -0.46; number 75, C, carries -0.72; number 76, Br, carries -0.16; number 77, C, carries -0.87; number 78, C, carries 1.56; number 79, C, carries -0.42; number 80, O, carries 0.67; number 81, C, carries -0.04; number 82, N, carries -0.74; number 83, C, carries 0.58; number 84, C, carries -0.86; number 85, C, carries -0.51; number 86, C, carries -0.55; number 87, C, carries -0.97; number 88, C, carries 0.53; number 89, N, carries -0.04; number 90, H, carries 0.46; number 91, H, carries -0.21; number 92, H, carries 0.38; number 93, H, carries 0.63; number 94, H, carries 0.61; number 95, H, carries -0.20; number 96, H, carries 0.47; number 97, H, carries 0.41; number 98, H, carries 0.40; number 99, H, carries 0.42